1.
# BH20O8

9 unconnected molecules or ions with the total composition BH20O8 in a non-equilibrium geometry (ωB97M-V/def2-TZVPD, the Open Molecules 2025 dataset).

Spin multiplicity = 1
Net charge = -1
Energy relative to the best compared isomer or geometry (same formula, charge and spin) = 11.9 kcal per mole

The geometry in XYZ format:
```
29
Properties=species:S:1:pos:R:3:forces:R:3:nbo_charge:R:1
B 1.052 0.774 0.666 -0.9 1.2 -0.1 -0.767
H 0.423 1.550 1.393 -0.1 -0.2 -0.1 -0.043
H 2.004 0.446 1.248 1.4 -0.3 0.6 -0.057
H 0.459 -0.203 0.396 -0.9 -0.9 -0.2 -0.059
H 1.323 1.349 -0.363 0.2 0.3 -0.3 -0.058
O -1.626 1.889 -1.036 -0.4 -0.2 -0.2 -1.016
H -1.726 2.345 -1.898 0.8 -0.5 0.9 0.489
H -0.697 1.706 -0.773 -0.1 0.5 -0.6 0.529
O -2.416 2.804 1.967 -1.6 -0.1 -0.1 -0.948
H -3.008 2.303 1.374 0.3 0.3 0.5 0.467
H -1.580 2.645 1.565 1.4 -0.2 -0.4 0.480
O 2.937 -1.131 3.610 1.1 0.4 -1.1 -0.960
H 2.965 -0.569 2.775 -0.1 -1.0 1.4 0.498
H 3.833 -1.536 3.701 -1.1 0.6 -0.3 0.459
O -2.390 -0.260 0.915 -1.0 -2.1 2.1 -0.942
H -1.651 0.268 0.779 2.5 1.7 -0.2 0.491
H -2.934 -0.149 0.179 -1.4 0.5 -1.9 0.462
O -1.546 -2.545 -0.664 -0.1 -0.7 -0.8 -0.963
H -1.048 -3.037 -0.026 0.4 -0.7 0.4 0.468
H -1.522 -1.686 -0.263 -0.3 1.1 0.6 0.488
O -1.211 -0.606 -2.638 -0.5 -0.7 -0.6 -0.988
H -1.460 -0.045 -1.895 0.0 -0.3 0.3 0.487
H -0.998 -1.528 -2.354 -0.4 1.2 0.3 0.514
O 2.828 -1.776 -0.521 1.2 0.9 0.0 -0.962
H 2.742 -0.913 -0.062 -0.3 -0.7 -0.3 0.497
H 2.089 -2.298 -0.255 -0.9 -0.2 0.4 0.464
O 1.311 -0.032 -2.876 0.0 -0.1 -2.1 -0.990
H 0.345 0.042 -2.956 0.3 -0.3 0.1 0.480
H 1.505 0.207 -1.996 0.4 0.4 1.8 0.477
```
Positions in Å, forces in eV/Å.

2.
# C18H39Sn

A molecular structure, C18H39Sn in a non-equilibrium geometry (ωB97M-V/def2-TZVPD, the Open Molecules 2025 dataset).

Spin multiplicity = 1
Net charge = -1

The geometry in XYZ format:
```
58
Properties=species:S:1:pos:R:3:forces:R:3:nbo_charge:R:1
H -0.307 0.233 1.388 -2.8 -1.0 2.0 0.180
Sn 0.500 0.278 -0.481 0.6 0.1 -0.3 0.834
C 2.651 0.235 -0.878 -0.1 -0.2 -0.1 -0.830
C 3.404 -1.024 -0.384 0.4 0.9 -0.4 -0.409
C 4.899 -0.713 -0.266 0.1 -0.8 -0.2 -0.381
C 5.751 -1.827 0.354 0.0 0.6 -0.2 -0.605
C 0.079 -1.342 -1.900 0.5 0.1 0.3 -0.813
C -1.346 -1.882 -2.059 0.8 -0.2 -0.1 -0.409
C -1.558 -3.032 -1.073 -0.7 0.1 -0.1 -0.386
C -3.040 -3.369 -0.785 1.1 0.1 -0.5 -0.606
C 0.080 1.889 -1.881 0.3 -0.2 0.0 -0.825
C 0.622 3.282 -1.509 -0.8 -0.1 -0.7 -0.407
C -0.158 4.338 -2.299 0.5 0.3 0.3 -0.382
C 0.165 5.776 -1.915 -0.2 -0.1 -0.1 -0.604
H 2.706 0.367 -1.966 0.3 -0.2 0.0 0.191
H 3.025 1.174 -0.437 0.2 -0.4 0.0 0.195
H 3.058 -1.355 0.603 -0.2 0.0 -0.1 0.183
H 3.285 -1.848 -1.109 -0.2 0.1 0.4 0.189
H 5.264 -0.527 -1.285 0.1 0.3 0.2 0.184
H 5.006 0.180 0.343 0.1 0.3 -0.1 0.187
H 6.795 -1.513 0.397 0.1 -0.1 0.0 0.191
H 5.432 -2.040 1.371 -0.1 -0.2 0.1 0.195
H 5.699 -2.723 -0.253 -0.1 -0.3 0.0 0.192
H 0.458 -0.862 -2.802 0.0 -0.2 -0.3 0.197
H 0.829 -2.102 -1.569 -0.7 0.1 -0.5 0.199
H -2.120 -1.110 -1.973 0.1 0.1 0.2 0.184
H -1.438 -2.271 -3.085 -0.3 -0.1 0.1 0.173
H -1.067 -3.888 -1.545 0.0 -0.2 0.3 0.186
H -1.050 -2.832 -0.124 0.1 0.1 -0.2 0.201
H -3.066 -4.318 -0.271 -0.3 -0.4 0.2 0.196
H -3.519 -2.621 -0.159 -0.1 0.2 0.0 0.201
H -3.551 -3.448 -1.744 -0.3 -0.1 0.1 0.192
H 0.478 1.511 -2.835 0.0 0.4 0.0 0.192
H -1.013 1.859 -1.978 0.1 0.4 0.0 0.194
H 0.497 3.514 -0.443 0.2 -0.2 0.0 0.184
H 1.686 3.383 -1.776 -0.1 -0.2 0.3 0.190
H 0.090 4.190 -3.351 -0.3 0.0 -0.2 0.185
H -1.218 4.158 -2.134 -0.2 -0.1 -0.2 0.186
H -0.418 6.478 -2.514 0.0 0.1 0.0 0.192
H -0.074 5.965 -0.866 0.1 0.0 0.0 0.195
H 1.216 5.982 -2.094 0.2 0.1 0.1 0.192
C -3.525 -1.088 2.858 0.3 0.1 0.9 -0.386
C -3.390 0.313 2.283 0.0 0.6 0.1 -0.399
C -2.151 1.050 2.746 1.2 -1.5 -0.4 -0.413
C -0.934 0.134 2.498 2.5 1.6 0.9 -0.561
C -1.013 -1.234 3.187 -0.2 1.4 -0.1 -0.412
C -2.256 -1.937 2.701 0.0 0.2 0.7 -0.401
H -3.782 -1.012 3.951 0.0 -0.2 -0.9 0.176
H -4.319 -1.595 2.308 -0.3 -0.1 0.3 0.196
H -3.273 0.230 1.217 -0.5 0.0 -0.7 0.198
H -4.265 0.914 2.563 -0.2 -0.2 -0.4 0.184
H -1.890 1.949 2.205 -0.6 0.6 -0.3 0.205
H -2.319 1.303 3.783 0.4 0.2 0.7 0.167
H 0.015 0.675 2.840 -1.0 -0.4 0.6 0.186
H -0.071 -1.700 2.932 0.1 -0.8 0.0 0.204
H -1.087 -1.198 4.289 0.3 0.4 -0.1 0.165
H -2.374 -2.860 3.267 -0.2 -0.4 -0.4 0.186
H -2.097 -2.092 1.661 -0.1 -0.7 -1.0 0.201
```
Positions in Å, forces in eV/Å.

3.
# C30H34Br2F3N2O7

3 unconnected molecules or ions with the total composition C30H34Br2F3N2O7 in a non-equilibrium geometry (ωB97M-V/def2-TZVPD, the Open Molecules 2025 dataset).

Spin multiplicity = 1
Net charge = +1
Energy relative to the best compared isomer or geometry (same formula, charge and spin) = 344.6 kcal per mole

The geometry in XYZ format:
```
78
Properties=species:S:1:pos:R:3:forces:R:3:mulliken_charge:R:1
C 6.615 0.710 -0.166 -0.1 -0.1 1.0 -1.094
C 4.955 0.646 0.036 0.4 -1.0 0.1 0.414
C 4.458 1.453 1.385 0.6 -1.5 0.4 -0.730
C 4.119 1.007 -1.326 0.2 0.1 0.3 -0.104
C 3.866 2.602 -1.596 -0.7 0.1 -1.0 0.275
C 5.186 3.562 -1.328 0.2 -0.2 -0.8 -1.109
C 2.483 3.192 -0.864 1.8 2.5 -0.3 -0.479
O 1.253 2.616 -1.435 4.7 -3.8 1.0 0.171
O 0.329 3.514 -1.627 -6.5 1.9 1.4 -0.358
C -0.957 3.084 -0.992 -4.4 4.4 -1.6 0.023
O -2.040 3.856 -1.208 7.6 -5.6 1.8 -0.507
C -0.906 1.744 -0.048 1.3 -2.7 3.2 0.766
C -0.105 1.912 1.410 -1.9 -4.5 -1.4 -0.449
C 0.005 0.573 2.349 -1.7 1.4 -3.3 -0.668
N -0.607 -0.749 1.946 -0.3 3.3 -2.2 0.015
C -1.385 -0.992 0.635 1.2 3.4 0.7 0.119
C -1.999 -2.498 0.447 0.3 -0.2 0.3 -0.986
C -1.523 -3.292 -0.903 -0.3 -0.9 -0.2 -0.367
C 0.097 -3.434 -1.103 -1.1 -1.1 -1.6 0.331
F 0.317 -4.791 -1.730 -0.7 3.5 1.5 -0.291
Br 1.149 -3.474 0.618 -0.8 0.2 -1.7 -0.059
C 0.725 -2.360 -2.221 1.4 0.1 -0.8 0.384
F -0.092 -2.264 -3.457 1.9 0.2 4.2 -0.234
F 1.051 -1.037 -1.639 -1.8 -3.7 -1.8 -0.082
Br 2.500 -3.171 -2.815 -1.6 1.1 0.5 -0.065
C -1.549 0.275 -0.392 1.2 0.2 2.1 0.390
C -2.361 0.109 -1.808 0.2 0.7 -0.3 -0.484
N -3.442 1.205 -1.917 0.7 -1.7 1.1 -0.549
H 6.929 0.853 -1.287 -0.6 -0.2 2.3 0.270
H 7.118 -0.291 0.245 -1.2 2.2 -1.0 0.290
H 7.035 1.576 0.527 -0.7 -1.7 -1.7 0.251
H 4.737 -0.506 0.259 0.3 2.5 -0.5 0.345
H 4.946 2.506 1.532 -1.2 -1.9 -0.5 0.222
H 3.289 1.436 1.423 2.2 0.4 0.0 -0.201
H 4.825 0.791 2.307 -0.8 1.5 -1.9 0.389
H 4.696 0.547 -2.254 -1.2 1.0 2.0 0.365
H 3.079 0.476 -1.251 1.9 1.0 -0.3 -0.433
H 3.639 2.706 -2.764 0.4 -0.2 2.5 0.332
H 6.106 3.017 -1.850 -2.0 1.1 1.3 0.272
H 5.089 4.602 -1.895 0.0 -2.2 1.4 0.401
H 5.435 3.736 -0.198 -0.5 -0.4 -2.2 0.155
H 2.468 4.348 -1.155 -0.1 -2.4 0.6 0.320
H 2.533 3.157 0.304 -0.3 -0.3 -2.1 0.085
H 0.364 2.925 1.765 -1.0 -2.3 -0.6 0.646
H 0.552 0.680 3.380 -1.2 -0.6 -2.2 0.431
H -0.481 -1.554 2.631 -0.3 1.4 -1.4 0.369
H -3.172 -2.473 0.467 2.3 0.2 -0.2 0.368
H -1.677 -3.184 1.369 -0.6 1.8 -1.9 0.403
H -1.940 -4.406 -0.797 1.0 2.6 -0.1 0.113
H -2.028 -2.885 -1.905 1.4 -0.8 2.3 0.238
H -2.935 -0.904 -1.936 1.9 1.5 0.5 0.235
H -1.600 0.337 -2.697 -1.5 -1.0 2.0 0.222
H -3.753 1.327 -0.921 -0.3 0.0 -1.6 0.254
H -4.194 0.764 -2.498 0.6 0.8 1.0 0.320
C -3.201 -7.696 -3.171 0.4 0.4 0.1 -0.513
C -3.116 -6.476 -2.631 0.1 -0.3 -0.2 -0.126
C -4.303 -5.803 -2.069 -0.1 0.3 0.1 0.547
O -4.227 -4.685 -1.577 0.0 -0.3 -0.1 -0.507
C -5.587 -6.530 -2.125 -0.2 -0.3 -0.1 -0.421
C -5.672 -7.749 -2.665 -0.2 0.4 0.2 -0.379
C -4.484 -8.423 -3.227 -0.1 -1.1 -0.5 0.282
O -4.561 -9.540 -3.720 0.1 1.0 0.4 -0.523
H -2.340 -8.203 -3.588 0.0 0.0 0.0 0.437
H -2.181 -5.930 -2.582 0.0 0.0 0.0 0.426
H -6.448 -6.022 -1.708 0.0 0.0 0.0 0.415
H -6.606 -8.295 -2.715 0.1 0.0 0.0 0.412
C -1.541 5.805 6.150 0.4 -0.2 0.1 -0.368
C -0.564 4.992 5.736 -0.1 0.2 0.2 -0.483
C -0.658 4.274 4.450 0.2 -0.1 0.0 0.530
O 0.235 3.528 4.072 -0.2 0.1 0.0 -0.515
C -1.872 4.490 3.638 -0.3 0.2 0.0 -0.120
C -2.849 5.303 4.051 0.1 -0.3 -0.4 -0.513
C -2.755 6.021 5.338 -0.8 0.8 0.4 0.260
O -3.648 6.767 5.716 0.8 -0.7 -0.4 -0.520
H -1.488 6.339 7.091 0.0 0.0 0.0 0.414
H 0.333 4.824 6.320 0.0 0.0 0.0 0.420
H -1.924 3.956 2.697 0.0 0.0 0.0 0.469
H -3.746 5.471 3.467 0.0 0.0 0.0 0.440
```
Positions in Å, forces in eV/Å.

4.
# C16H17Br3F6N2O5PS6SbTi

A molecular structure, C16H17Br3F6N2O5PS6SbTi (ωB97M-V/def2-TZVPD, the Open Molecules 2025 dataset).

Spin multiplicity = 1
Net charge = 0
Energy relative to the best compared isomer or geometry (same formula, charge and spin) = 28.6 kcal per mole

The geometry in XYZ format:
```
58
Properties=species:S:1:pos:R:3:forces:R:3:nbo_charge:R:1
Ti -0.238 0.931 -0.285 -0.1 -0.1 -0.2 1.092
Br 3.138 -2.154 4.411 0.1 0.0 0.0 0.002
C 2.587 -0.316 4.643 0.0 0.0 0.0 -0.529
Br 0.782 0.042 4.103 0.0 0.1 0.0 0.085
H 3.243 0.290 4.037 0.0 0.0 0.0 0.241
H 2.673 -0.091 5.697 0.0 0.0 0.0 0.225
S -1.625 2.703 4.102 0.0 0.0 0.1 -0.658
Sb -1.791 3.007 1.916 0.1 0.0 0.0 1.419
S -2.240 0.871 0.817 0.0 0.0 0.1 -0.585
S 0.410 2.777 0.738 0.0 0.1 0.1 -0.486
S -2.849 4.657 0.838 0.0 0.1 0.0 -0.731
O -3.234 3.262 -5.360 0.0 0.0 0.0 -0.630
C -2.662 2.730 -4.272 0.0 0.0 0.0 0.389
C -2.712 3.310 -3.010 0.0 0.0 0.0 -0.323
C -2.089 2.672 -1.967 0.0 0.0 0.0 0.097
N -1.414 1.512 -2.094 0.0 0.1 0.0 -0.576
C -1.379 0.980 -3.315 0.1 0.0 0.0 0.188
Br -0.431 -0.632 -3.560 0.0 -0.1 0.0 0.155
C -1.981 1.527 -4.424 0.0 0.0 0.0 -0.328
H -3.672 4.092 -5.140 0.0 0.0 0.0 0.495
H -3.227 4.243 -2.817 0.0 0.0 0.0 0.245
H -2.142 3.122 -0.984 0.0 0.0 0.0 0.263
H -1.921 1.044 -5.388 0.0 0.0 0.0 0.255
C -2.550 -2.121 -0.813 0.0 0.0 0.0 -0.944
P -0.921 -1.709 -0.101 0.0 -0.1 -0.1 0.917
C 0.150 -2.989 -0.844 0.1 0.0 0.0 -0.939
C -1.039 -2.295 1.618 0.0 0.0 0.0 -0.273
C -2.209 -2.109 2.357 0.0 0.0 0.0 -0.224
C -2.296 -2.567 3.662 0.0 0.0 0.0 -0.193
C -1.221 -3.223 4.244 0.0 0.0 0.0 -0.197
C -0.055 -3.410 3.520 0.0 -0.1 0.0 -0.190
C 0.040 -2.941 2.218 0.0 0.0 0.0 -0.228
H -3.314 -1.454 -0.420 0.0 0.0 0.0 0.256
H -2.807 -3.152 -0.570 0.0 0.0 0.0 0.242
H -2.509 -2.000 -1.896 0.0 0.0 0.0 0.246
H -0.232 -3.977 -0.589 0.0 0.0 0.0 0.243
H 1.170 -2.893 -0.474 -0.1 0.0 0.0 0.249
H 0.174 -2.878 -1.925 0.0 0.0 0.0 0.240
H -3.058 -1.602 1.922 0.0 0.0 0.0 0.222
H -3.206 -2.407 4.224 0.0 0.0 0.0 0.220
H -1.290 -3.580 5.263 0.0 0.0 0.0 0.219
H 0.794 -3.904 3.972 0.0 0.0 0.0 0.224
H 0.971 -3.079 1.685 0.0 0.0 0.0 0.214
F 5.072 -0.852 -0.346 0.0 -0.1 0.1 -0.291
C 3.845 -1.208 -0.001 -0.1 0.1 0.0 0.744
F 3.254 -1.814 -1.030 0.1 0.0 0.0 -0.305
F 3.887 -2.032 1.032 -0.1 0.0 0.0 -0.292
S 2.888 0.314 0.450 0.0 0.0 0.1 2.280
O 1.487 -0.139 0.261 0.0 0.0 0.2 -0.974
O 3.293 0.666 1.762 0.1 0.0 -0.1 -0.870
N 3.311 1.368 -0.614 0.0 0.0 0.0 -1.184
S 2.617 1.434 -2.023 -0.1 0.0 0.1 2.254
O 1.149 1.402 -1.908 0.3 0.0 0.0 -0.970
O 3.181 0.606 -3.033 0.0 0.0 -0.1 -0.876
C 2.989 3.183 -2.476 0.0 0.0 -0.1 0.754
F 2.525 4.016 -1.564 0.0 0.0 0.1 -0.285
F 4.295 3.341 -2.610 0.0 0.0 0.0 -0.291
F 2.391 3.426 -3.640 0.0 0.0 0.0 -0.302
```
Positions in Å, forces in eV/Å.

| no. | frontier orbital gap (eV) | LUMO level (Eh) |
| --- | --- | --- |
| 1 | 9.6 | 0.1081 |
| 2 | 5.3 | 0.1194 |
| 3 | 7.4 | -0.1836 |
| 4 | 6.6 | -0.0593 |